{"formula": "C14H12ClN3O5", "method": "ωB97M-V/def2-TZVPD", "symbols": ["Cl", "O", "O", "O", "O", "O", "N", "N", "N", "C", "C", "C", "C", "C", "C", "C", "C", "C", "C", "C", "C", "C", "C", "H", "H", "H", "H", "H", "H", "H", "H", "H", "H", "H", "H"], "xyz": [[-5.8778, 2.3048, -0.5196], [3.1702, -0.0398, 0.6807], [-1.0821, -0.6994, 1.0040], [4.4741, 2.2264, -0.4553], [-2.0868, -3.8466, -0.1588], [0.9901, -1.0914, -0.5875], [-0.9166, -2.3094, -1.3020], [-0.0111, -0.4303, -2.4306], [1.0402, 0.3814, -2.2204], [4.4885, 0.3180, 1.0260], [-3.4752, -0.7115, 0.4927], [3.4251, 1.6051, -1.0381], [-4.5908, 0.0272, 0.1338], [2.7722, 0.5608, -0.4941], [-1.0630, -2.0989, 1.1427], [-2.2488, -0.0783, 0.6511], [-1.4062, -2.8519, -0.1405], [-3.2606, 2.0315, 0.0812], [1.6185, -0.0166, -1.1250], [4.6790, 1.8314, 0.8872], [-4.4820, 1.3909, -0.0699], [-2.1510, 1.2973, 0.4405], [-0.0286, -1.2780, -1.4512], [3.9559, 2.3438, 1.5339], [-5.5428, -0.4644, 0.0119], [3.1339, 2.0196, -1.9873], [-3.1812, 3.0939, -0.0846], [5.2011, -0.1923, 0.3640], [-1.7496, -2.4409, 1.9275], [-1.1897, 1.7707, 0.5617], [-3.5845, -1.7737, 0.6417], [-0.0378, -2.3431, 1.4393], [5.6925, 2.1330, 1.1539], [-1.3155, -2.6614, -2.1642], [4.6403, -0.0080, 2.0552]], "forces_ev_per_angstrom": [[-0.205, 0.137, -0.066], [-0.499, -0.024, -0.249], [-0.027, 0.145, 0.023], [0.046, 0.053, -0.220], [-0.090, -0.132, 0.109], [0.126, -0.246, -0.078], [0.037, -0.244, -0.275], [-1.252, -1.137, 0.156], [1.375, 0.603, 0.672], [0.472, 0.389, 0.005], [0.303, -0.140, 0.116], [-0.347, -0.377, 0.197], [-0.034, 0.267, -0.063], [0.860, 0.432, 0.359], [-0.068, -0.172, 0.320], [-0.255, 0.248, -0.043], [0.022, 0.205, 0.159], [-0.047, -0.104, 0.010], [-0.623, 0.178, -0.858], [-0.057, -0.402, 0.435], [0.107, -0.215, 0.059], [0.075, -0.254, 0.048], [0.193, 0.792, -0.582], [0.082, -0.006, -0.073], [-0.094, -0.018, -0.019], [-0.042, 0.017, -0.095], [-0.012, 0.098, -0.020], [-0.088, 0.001, 0.078], [0.078, -0.006, -0.205], [0.124, 0.067, 0.007], [-0.004, -0.126, 0.041], [-0.179, -0.020, -0.026], [-0.097, -0.041, 0.016], [0.070, -0.020, 0.152], [0.051, 0.051, -0.086]], "nbo_charge": [0.004, -0.478, -0.494, -0.470, -0.567, -0.400, -0.635, -0.306, -0.286, -0.097, -0.302, 0.109, -0.194, 0.100, -0.177, 0.278, 0.664, -0.220, 0.429, -0.102, -0.068, -0.194, 0.599, 0.185, 0.229, 0.225, 0.231, 0.183, 0.213, 0.222, 0.234, 0.235, 0.204, 0.440, 0.205], "homo_energy_ev": -8.3, "gap_ha": 0.323, "multiplicity": 1, "de_lowest_ev": 0.000}

---

{"formula": "C7H15N", "method": "ωB97M-V/def2-TZVPD", "symbols": ["N", "C", "C", "C", "C", "C", "C", "C", "H", "H", "H", "H", "H", "H", "H", "H", "H", "H", "H", "H", "H", "H", "H"], "xyz": [[0.2400, 0.6283, -3.1313], [-1.9139, 0.0062, 1.0006], [0.5030, -0.1403, -1.9034], [-0.0525, -1.7929, 2.4944], [0.4049, -0.7055, 1.6705], [-0.4520, 0.1296, 0.9335], [0.0935, 1.2675, 0.1870], [1.1737, 0.8067, -0.8881], [-1.1098, -1.8247, 2.7230], [-0.6535, 1.8541, -0.3244], [1.0717, 0.6409, -3.7131], [0.1007, -2.7456, 1.9358], [-2.4392, 0.5750, 0.2423], [1.3876, 1.7074, -1.4373], [-2.2536, 0.3450, 1.9838], [0.5081, -2.0558, 3.3961], [1.9925, 0.3260, -0.3753], [-0.4820, 0.1829, -3.6851], [0.6961, 1.8619, 0.8876], [-2.3036, -1.0130, 0.9482], [1.4720, -0.5874, 1.5705], [1.0989, -1.0450, -2.0539], [-0.4946, -0.4360, -1.5762]], "forces_ev_per_angstrom": [[0.270, -0.403, 0.015], [-0.605, -0.688, -0.075], [-0.316, 0.544, -0.565], [-0.425, -1.668, 0.361], [0.043, -0.192, 0.010], [-0.376, 0.876, 0.013], [1.507, -0.548, -0.369], [-1.830, -0.644, 0.361], [-0.194, 0.352, 0.051], [-0.264, 0.181, 0.146], [-0.049, 0.142, -0.022], [0.086, 0.303, -0.245], [0.168, 0.263, -0.027], [0.789, 0.295, 0.070], [0.043, 0.236, 0.162], [0.254, 0.646, -0.047], [0.537, 0.245, -0.098], [0.008, 0.023, -0.009], [-0.260, 0.251, 0.051], [0.291, -0.170, 0.008], [0.197, 0.248, -0.049], [0.023, -0.011, -0.023], [0.102, -0.279, 0.282]], "nbo_charge": [-0.831, -0.723, -0.233, -0.728, 0.065, 0.309, -0.493, -0.368, 0.250, 0.253, 0.366, 0.309, 0.262, 0.258, 0.294, 0.291, 0.205, 0.372, 0.283, 0.266, 0.227, 0.193, 0.173], "homo_energy_ev": [-12.9, -12.9], "gap_ha": [0.319, 0.194], "multiplicity": 2, "charge": 1, "de_lowest_ev": 1.892}

---

{"formula": "C4H15NO3", "method": "ωB97M-V/def2-TZVPD", "symbols": ["O", "O", "O", "N", "C", "C", "C", "C", "H", "H", "H", "H", "H", "H", "H", "H", "H", "H", "H", "H", "H", "H", "H"], "xyz": [[0.0541, 0.9111, 0.9494], [-1.9701, 2.8457, -0.3839], [2.5894, 0.9225, -2.7171], [-2.3924, -0.5393, 0.3368], [-1.4075, -1.2415, -0.4753], [0.7762, -0.1250, 0.2527], [2.0643, -0.3321, 1.0941], [-0.0450, -1.4113, 0.2086], [-1.8388, -2.2003, -0.7864], [0.5127, -2.1041, -0.4279], [0.9078, 0.3532, -0.7061], [-1.2092, -0.7735, -1.4471], [1.7120, -0.9202, 1.9464], [-0.2305, 0.6606, 1.8323], [1.9730, 1.3216, -2.0941], [3.4266, 1.1298, -2.2898], [-0.1552, -1.7845, 1.2278], [-1.6759, 1.9323, -0.3791], [2.2402, 0.6030, 1.5541], [-3.3064, -0.9144, 0.2067], [2.9209, -0.8048, 0.6253], [-2.1951, -0.5251, 1.3244], [-2.7510, 2.9964, 0.1482]], "forces_ev_per_angstrom": [[-0.305, 0.436, -0.482], [0.421, 0.929, -0.669], [0.072, 0.152, 0.392], [0.215, 0.727, -0.279], [0.067, -0.542, -0.028], [-0.093, 0.157, 2.067], [-1.424, -0.753, -0.299], [-0.243, 0.466, -1.278], [0.368, -0.278, 0.297], [0.108, -0.305, 0.404], [0.281, -0.426, -0.437], [-0.195, 0.568, 0.178], [0.360, -0.446, -0.055], [0.182, -0.333, 0.022], [-0.275, 0.041, -0.218], [0.251, -0.122, -0.224], [0.059, -0.248, -0.024], [-0.469, -0.280, 0.653], [0.955, 1.168, 0.021], [-0.540, -0.192, -0.054], [0.022, 0.076, -0.086], [0.179, -0.139, -0.011], [0.004, -0.653, 0.109]], "nbo_charge": [-0.738, -0.969, -0.927, -0.849, -0.212, 0.108, -0.637, -0.431, 0.177, 0.223, 0.175, 0.179, 0.194, 0.458, 0.464, 0.465, 0.193, 0.496, 0.226, 0.362, 0.218, 0.352, 0.470], "homo_energy_ev": -9.2, "gap_ha": 0.367, "multiplicity": 1, "de_lowest_ev": 1.064}

---

{"formula": "C16H16N3O4Rh", "method": "ωB97M-V/def2-TZVPD", "symbols": ["Rh", "O", "O", "O", "O", "N", "N", "N", "C", "C", "C", "C", "C", "C", "C", "C", "C", "C", "C", "C", "C", "C", "C", "C", "H", "H", "H", "H", "H", "H", "H", "H", "H", "H", "H", "H", "H", "H", "H", "H"], "xyz": [[-0.1563, -0.7391, 0.6994], [1.0304, -4.3540, -0.8891], [0.9376, -2.1928, -0.3360], [-1.2686, 0.6123, 1.6000], [0.3106, -3.7037, 3.7893], [-1.2882, -0.5217, -0.9121], [-0.5092, -2.6529, 1.8815], [0.7311, -0.3786, 2.8242], [0.0301, -1.3114, 3.7285], [0.9955, 0.6800, -0.0482], [0.6471, 1.6756, -0.9875], [2.3173, 0.6565, 0.4091], [-0.0679, -2.7134, 3.1191], [0.6461, -3.4307, -0.1601], [3.2655, 1.5983, 0.0370], [-2.5333, 0.5027, -2.6810], [-0.2472, -3.7929, 1.0398], [1.6215, 2.6127, -1.3650], [-1.4680, 0.5097, -1.7284], [-1.0908, 2.8146, -2.3892], [-2.8862, 1.6190, -3.4013], [-2.1929, 2.8179, -3.2371], [2.9074, 2.6006, -0.8514], [-0.6634, 1.6961, -1.6805], [-3.1031, -0.4158, -2.7878], [1.7080, -0.2361, 3.0301], [1.3854, 3.3520, -2.1205], [0.2714, -4.5886, 1.5825], [-1.8161, -1.3412, -1.1805], [-1.8736, 0.9263, 0.9214], [-2.4847, 3.7166, -3.7669], [-0.9827, -0.9179, 3.8365], [3.6303, 3.3408, -1.1793], [2.6165, -0.1570, 1.0593], [-3.7254, 1.5636, -4.0891], [4.2801, 1.5316, 0.4179], [0.2246, 0.4998, 2.7476], [0.4975, -1.3768, 4.7143], [-0.5288, 3.7348, -2.2831], [-1.1675, -4.2369, 0.6365]], "forces_ev_per_angstrom": [[1.378, 0.175, 0.106], [0.039, 0.033, 0.008], [0.089, -0.181, 0.220], [-0.679, 0.491, 0.437], [-0.077, 0.049, 0.026], [0.065, -0.748, -0.222], [-0.338, -0.090, -0.384], [-0.423, -0.482, -0.456], [-0.079, 0.212, 0.155], [-0.274, 0.123, -0.293], [0.115, -0.056, 0.121], [0.077, 0.040, 0.027], [0.228, 0.187, -0.028], [-0.070, 0.012, -0.120], [0.007, -0.063, 0.050], [0.035, -0.040, 0.032], [0.034, -0.109, 0.009], [0.021, 0.019, -0.023], [-0.210, 0.274, 0.075], [-0.050, 0.030, -0.028], [-0.044, -0.016, -0.030], [0.054, 0.003, 0.040], [-0.037, 0.035, -0.039], [-0.020, -0.103, 0.028], [0.003, 0.004, -0.005], [0.029, -0.110, 0.021], [0.006, 0.002, -0.008], [-0.055, -0.011, 0.023], [-0.081, 0.052, 0.020], [0.020, 0.089, 0.092], [-0.001, 0.003, 0.001], [0.012, -0.020, 0.058], [-0.001, 0.001, 0.001], [0.032, -0.010, -0.012], [-0.001, -0.007, 0.004], [-0.001, 0.000, 0.002], [0.162, 0.156, 0.145], [0.031, -0.011, -0.021], [-0.003, 0.014, 0.000], [0.006, 0.054, -0.030]], "nbo_charge": [1.020, -0.747, -0.725, -1.065, -0.776, -0.740, -0.703, -0.813, -0.305, -0.046, -0.010, -0.262, 0.608, 0.775, -0.249, -0.331, -0.351, -0.229, 0.313, -0.168, -0.209, -0.355, -0.272, -0.196, 0.184, 0.366, 0.183, 0.212, 0.347, 0.447, 0.181, 0.215, 0.180, 0.202, 0.181, 0.182, 0.429, 0.171, 0.185, 0.175], "homo_energy_ev": -0.8, "gap_ha": 0.226, "multiplicity": 1, "charge": -2, "de_lowest_ev": 0.000}

---

{"formula": "C3H9N3S", "method": "ωB97M-V/def2-TZVPD", "symbols": ["S", "N", "N", "N", "C", "C", "C", "H", "H", "H", "H", "H", "H", "H", "H", "H"], "xyz": [[-2.4385, -0.8271, -0.0172], [2.6273, -1.4024, -0.1317], [0.3405, 0.3624, 0.3202], [-1.8921, 0.7626, -0.2878], [-0.5647, 1.1429, -0.0980], [2.6014, 0.0390, -0.4052], [1.6820, 0.8562, 0.4473], [-2.5698, 1.4861, -0.2713], [-2.2757, -0.9217, 1.2877], [1.9312, 0.7580, 1.4890], [2.4089, 0.1491, -1.4872], [3.7021, 0.4667, -0.3143], [1.7401, 1.9598, 0.1583], [1.6092, -1.6557, -0.0982], [2.9669, -1.4995, 0.8541], [-0.3382, 2.2034, -0.3131]], "forces_ev_per_angstrom": [[-0.025, 0.371, -0.955], [-0.985, 0.273, 1.373], [-1.226, -0.041, -0.312], [1.005, -0.637, 0.141], [0.365, -0.206, 0.357], [3.234, 0.386, -0.985], [-0.610, 1.506, -0.679], [-0.480, 0.461, -0.007], [0.154, 0.074, 0.786], [0.452, 0.028, 0.545], [-0.360, 0.163, 0.449], [-2.038, -0.847, 0.049], [0.131, -1.067, 0.328], [1.232, -0.057, 0.059], [-0.453, -0.167, -1.092], [-0.395, -0.240, -0.057]], "nbo_charge": [0.205, -0.822, -0.494, -0.762, 0.273, -0.223, -0.253, 0.396, 0.091, 0.194, 0.192, 0.182, 0.161, 0.367, 0.340, 0.151], "homo_energy_ev": -9.1, "gap_ha": 0.363, "multiplicity": 1, "de_lowest_ev": 1.219}

---

{"formula": "C26H25Cl2N2O9PReS", "method": "ωB97M-V/def2-TZVPD", "symbols": ["Re", "Cl", "Cl", "S", "P", "O", "O", "O", "O", "O", "O", "O", "O", "O", "N", "N", "C", "C", "C", "C", "C", "C", "C", "C", "C", "C", "C", "C", "C", "C", "C", "C", "C", "C", "C", "C", "C", "C", "C", "C", "C", "C", "H", "H", "H", "H", "H", "H", "H", "H", "H", "H", "H", "H", "H", "H", "H", "H", "H", "H", "H", "H", "H", "H", "H", "H", "H"], "xyz": [[2.6664, -14.1289, 11.9535], [2.5008, -18.1649, 17.8696], [1.8526, -19.0522, 12.4428], [0.4729, -13.3824, 11.0832], [3.6266, -14.5911, 9.5471], [3.3926, -7.6079, 11.5409], [2.0357, -16.0947, 11.9414], [0.4138, -16.0974, 10.4000], [3.9906, -9.8902, 13.3804], [2.1338, -13.8885, 13.9100], [2.5698, -11.7717, 9.3384], [2.5407, -8.8168, 8.9367], [3.3377, -12.3374, 12.0458], [4.3300, -15.1333, 12.7072], [0.5385, -11.4480, 13.0474], [-0.4629, -10.8552, 11.1666], [5.6814, -18.5977, 9.9649], [1.0424, -16.6227, 11.2891], [6.3612, -17.4843, 10.2544], [2.9173, -9.3830, 9.9211], [-1.0038, -10.9645, 9.8246], [3.3641, -8.7713, 11.2154], [2.8685, -10.9050, 10.1778], [4.4647, -16.1596, 9.5697], [4.2142, -15.8787, 13.7146], [1.2820, -15.9462, 16.7110], [2.5993, -14.5011, 8.1229], [2.1977, -14.8686, 14.7512], [3.6371, -9.9517, 12.2178], [-0.4940, -9.6205, 11.9853], [0.5899, -18.0620, 11.6525], [5.7441, -16.2629, 10.1627], [3.8095, -17.3418, 9.2244], [4.4222, -18.5731, 9.3970], [4.9643, -13.4075, 9.1887], [3.2369, -15.8511, 14.7292], [3.2819, -11.1338, 11.4878], [1.2145, -14.9445, 15.7339], [0.0934, -10.0686, 13.2944], [3.2119, -16.9205, 15.6525], [2.3031, -16.9204, 16.6762], [0.2451, -11.8258, 11.7760], [0.6131, -15.8852, 17.5470], [6.3102, -15.3131, 10.3834], [7.3459, -17.5562, 10.6867], [2.5237, -13.4102, 7.7713], [0.3624, -18.6261, 10.6678], [3.8492, -19.4615, 9.1332], [0.9350, -9.4365, 13.6117], [1.1282, -12.0157, 13.6688], [-2.0708, -11.2654, 9.8940], [2.9339, -15.0119, 7.1762], [4.4846, -12.5076, 9.0065], [5.1365, -16.4897, 13.8246], [5.4123, -13.7820, 8.3328], [-0.5983, -10.0508, 14.1260], [2.8142, -17.3282, 8.7917], [-0.3064, -17.9903, 12.2753], [0.6211, -14.0407, 15.8659], [0.1036, -8.8465, 11.5058], [1.5851, -14.8223, 8.2647], [-0.4254, -11.7644, 9.3795], [-1.4884, -9.2697, 12.0083], [5.6098, -13.2892, 10.0584], [-0.9484, -9.9554, 9.2880], [4.0375, -17.6818, 15.6497], [6.3116, -19.4698, 10.0899]], "forces_ev_per_angstrom": [[-0.745, -0.340, -1.822], [-0.438, 0.127, 0.217], [-0.168, 0.179, 0.238], [0.527, -0.200, 0.332], [0.267, 1.265, 1.621], [-0.039, -0.405, -0.576], [-0.437, -0.112, 0.281], [-0.146, 0.416, -0.491], [-0.019, 0.435, -0.088], [0.110, 0.442, -0.824], [-0.385, 0.355, -0.078], [-0.029, 0.333, -0.526], [0.359, 0.116, 0.324], [-0.619, 0.126, 0.227], [0.125, -0.352, -1.073], [0.878, -0.222, 0.532], [0.220, -2.491, -0.923], [0.061, -0.779, 0.141], [0.701, 2.015, 1.327], [-0.481, -1.371, 0.335], [-0.620, 1.071, 0.109], [0.456, 0.215, 2.074], [0.256, 0.503, -1.062], [0.625, -0.939, 0.847], [2.107, 0.545, -0.441], [0.549, 0.715, -0.586], [-0.652, 1.397, -3.143], [0.246, -0.784, 0.011], [-0.295, 0.148, -0.561], [0.688, -0.772, -1.249], [0.394, -0.497, -1.656], [-0.009, 2.252, -1.020], [-0.098, -0.066, -0.247], [-0.606, 0.048, 0.195], [-0.557, -1.209, 2.059], [-1.128, -0.586, -0.328], [0.102, -0.090, 0.405], [0.627, -0.374, 1.700], [1.031, -0.025, 1.239], [1.331, 0.072, 0.313], [-0.211, -0.153, -0.525], [-0.624, 0.948, 1.089], [-0.279, -0.236, 0.249], [-0.703, -1.267, -0.006], [0.234, 0.045, -0.086], [0.135, -1.386, 0.990], [0.131, 1.213, 1.708], [0.426, 0.058, 0.089], [-0.073, -0.212, -0.265], [-0.338, 0.429, -0.514], [0.527, 0.168, -0.199], [0.250, 0.057, 1.218], [-0.773, 1.730, -0.457], [-0.828, -0.241, 0.325], [1.421, -0.521, -1.572], [-0.431, -0.079, 0.085], [-0.004, 0.187, 0.036], [0.249, -0.191, -0.069], [-0.401, -0.556, -0.125], [0.166, -0.002, -0.120], [-0.491, -0.235, 0.484], [-0.037, 0.189, -0.749], [-1.228, 0.416, 0.402], [0.203, -0.115, -0.235], [0.230, -1.561, 0.643], [-0.999, 0.813, -0.146], [-0.736, -0.658, -0.085]], "nbo_charge": [1.515, 0.015, -0.063, -0.022, 1.106, -0.482, -0.770, -0.635, -0.583, -0.726, -0.726, -0.491, -0.685, -0.607, -0.583, -0.382, -0.201, 0.794, -0.211, 0.376, -0.416, 0.374, 0.368, -0.395, 0.471, -0.130, -1.024, 0.429, 0.383, -0.219, -0.478, -0.177, -0.181, -0.201, -0.918, -0.297, 0.067, -0.268, -0.234, -0.106, -0.108, 0.365, 0.233, 0.222, 0.215, 0.310, 0.244, 0.224, 0.234, 0.455, 0.201, 0.254, 0.275, 0.180, 0.228, 0.205, 0.221, 0.241, 0.233, 0.219, 0.277, 0.251, 0.211, 0.241, 0.226, 0.238, 0.217], "homo_energy_ev": [-7.3, -7.6], "gap_ha": [0.219, 0.220], "multiplicity": 4, "de_lowest_ev": 1.051}

---

Ordered total energy results: -41941.17932, -8983.30887, -12023.15445, -32521.85841, -18561.46003, -96074.65267; unit eV.
Ordered F_max results: 1.699, 1.973, 2.075, 1.393, 3.403, 3.500; unit eV Å⁻¹.